[1]
Formula: C49H52BeN5OP2S3
Source: the OMol25 dataset
Level of theory: ωB97M-V/def2-TZVPD

Summary:
- HOMO-LUMO gap: 8.20 eV
- Net charge: +1
- HOMO level: -9.78 eV

XYZ file:
```
113
Properties=species:S:1:pos:R:3:forces:R:3
Be -0.55776 0.50226 0.16844 -0.20 0.28 -0.37
C -2.58201 -1.59882 1.46924 0.03 0.00 -0.06
N -1.97223 -1.77578 2.76063 0.04 0.17 0.00
C -0.84903 -0.93361 3.08828 0.20 -0.03 -0.07
P -0.87383 0.75669 2.35316 0.00 -0.06 0.69
C 0.57159 1.51935 3.15077 0.14 0.01 -0.20
C 1.30572 0.95497 4.18944 -0.06 0.00 -0.01
C 2.37722 1.64656 4.73955 0.08 -0.01 0.02
C 2.74398 2.88422 4.23687 0.03 -0.01 -0.04
C 2.03001 3.44381 3.18527 -0.03 0.04 0.03
C 0.94610 2.76878 2.65316 -0.06 -0.07 -0.01
C -2.25380 1.62264 3.17016 -0.10 -0.03 -0.31
C -2.17559 2.00071 4.50946 0.05 -0.09 -0.07
C -3.21431 2.70504 5.09382 0.00 -0.07 0.07
C -4.34223 3.02713 4.35126 -0.01 0.05 -0.04
C -4.43273 2.64145 3.02367 -0.06 0.00 -0.03
C -3.38918 1.94752 2.43152 0.06 -0.04 0.12
C -2.05961 -3.01634 3.41569 -0.04 -0.13 0.16
C -1.00942 -3.50362 4.19658 0.08 0.10 -0.03
C -1.12575 -4.70700 4.87616 -0.07 -0.03 -0.03
C -2.27995 -5.46453 4.77970 0.04 -0.05 0.06
C -3.33054 -4.98822 4.00861 0.03 0.00 -0.04
C -3.23150 -3.77694 3.34706 -0.07 -0.01 -0.06
P -1.40390 -1.53734 0.01241 -0.51 -0.46 0.12
C -0.39429 -3.02681 0.17098 0.20 0.26 0.03
C -0.92334 -4.25549 0.56240 0.01 -0.03 -0.03
C -0.10091 -5.36722 0.61767 -0.05 -0.06 0.03
C 1.24420 -5.26006 0.28689 0.00 0.04 -0.01
C 1.77433 -4.03638 -0.09310 0.08 -0.06 -0.01
C 0.95805 -2.91692 -0.15231 -0.11 0.03 -0.02
C -2.61058 -1.95399 -1.29073 0.01 0.16 -0.15
C -3.81747 -1.25924 -1.36797 0.08 -0.09 -0.04
C -4.72232 -1.53071 -2.38363 -0.06 0.03 0.00
C -4.43547 -2.50399 -3.32863 0.00 0.03 -0.02
C -3.23870 -3.20415 -3.25221 0.02 -0.11 -0.04
C -2.32684 -2.92851 -2.24475 -0.01 0.05 0.09
H -3.13059 -0.64858 1.44560 -0.09 -0.09 -0.07
H -3.29636 -2.39419 1.27561 -0.01 0.05 0.05
H 0.11069 -1.34338 2.71904 -0.01 -0.04 0.15
H -0.79649 -0.84151 4.17540 0.07 -0.01 -0.04
H 1.06069 -0.02002 4.58828 -0.02 0.00 0.01
H 2.92933 1.20977 5.56148 0.01 -0.02 -0.01
H 3.59649 3.40787 4.64826 -0.01 0.01 0.04
H 2.32306 4.40510 2.78509 -0.02 0.00 -0.02
H 0.37859 3.20342 1.83759 0.05 0.04 -0.03
H -1.29478 1.74632 5.08642 0.00 0.08 0.04
H -3.14471 3.00014 6.13217 0.00 0.01 0.00
H -5.14639 3.59313 4.80181 -0.01 -0.03 0.04
H -5.31071 2.88816 2.44184 -0.01 0.02 0.01
H -3.45601 1.67342 1.38801 -0.02 0.03 -0.05
H -0.07878 -2.96007 4.27446 0.00 0.02 -0.02
H -0.29562 -5.05032 5.47929 0.01 -0.02 -0.01
H -2.36567 -6.40498 5.30598 -0.01 -0.01 0.00
H -4.24557 -5.56046 3.92881 -0.02 0.02 0.01
H -4.08884 -3.41938 2.79185 0.00 0.03 0.01
H -1.97076 -4.35931 0.81705 -0.01 0.04 -0.01
H -0.51237 -6.32269 0.91484 0.00 0.00 0.02
H 1.87510 -6.13835 0.31876 0.03 0.01 0.03
H 2.82232 -3.95506 -0.34911 0.00 0.01 -0.01
H 1.35240 -1.95653 -0.46606 0.06 -0.01 0.03
H -4.05973 -0.49428 -0.64561 -0.02 0.06 0.05
H -5.65631 -0.98513 -2.42874 0.00 -0.01 0.00
H -5.14620 -2.72588 -4.11414 -0.01 -0.01 0.00
H -3.01871 -3.97983 -3.97530 0.02 0.00 0.00
H -1.38751 -3.46320 -2.20156 -0.01 -0.02 -0.03
C 9.35439 4.21642 0.59743 0.04 0.15 0.00
C 8.02337 3.52406 0.60038 -0.30 -0.21 0.08
O 6.95444 4.06537 0.54244 0.19 0.17 -0.07
S 8.17132 1.73478 0.72920 -0.11 -0.17 -0.07
C 6.45205 1.32049 0.51944 0.36 0.17 0.03
C 5.92199 1.33519 -0.76374 -0.10 -0.05 0.01
C 4.56210 1.16785 -0.94828 -0.03 0.02 -0.01
C 3.72541 0.96801 0.15129 0.17 -0.01 0.08
C 4.28299 0.89088 1.42892 0.01 0.00 0.03
C 5.64059 1.07904 1.61727 -0.04 -0.03 -0.06
C 2.30877 0.85491 0.00458 -0.19 0.01 -0.19
C 1.09960 0.77232 -0.08985 -0.01 -0.25 0.30
H 9.30846 5.06981 -0.07724 -0.01 -0.02 -0.01
H 10.15294 3.54088 0.30063 0.05 0.02 0.02
H 9.55672 4.59445 1.60043 0.00 -0.04 0.02
H 6.57710 1.49303 -1.60960 -0.01 0.05 -0.01
H 4.13637 1.20683 -1.94224 -0.01 -0.03 -0.01
H 3.63840 0.70129 2.27480 -0.08 0.04 0.06
H 6.06473 1.05615 2.61212 0.01 0.02 0.00
C -3.10491 2.36886 -3.70280 -0.10 -0.01 0.03
N -1.75099 2.65294 -3.29861 0.14 0.01 0.13
C -0.82444 3.40068 -4.14093 -0.02 0.04 -0.10
C 0.46515 3.43147 -3.30220 0.05 -0.02 0.04
N 0.05569 2.78838 -2.05887 -0.19 0.14 -0.24
C -1.20057 2.34443 -2.12473 0.41 0.41 -0.38
S -2.05342 1.63399 -0.85698 -0.17 -0.28 0.51
H -3.11551 2.12544 -4.76532 0.03 -0.01 0.00
H -3.76626 3.22163 -3.52924 0.02 0.00 -0.02
H -3.46899 1.51351 -3.13745 -0.02 -0.02 -0.02
H -1.21911 4.40017 -4.33731 0.04 -0.01 0.00
H -0.68924 2.88532 -5.09445 -0.01 0.02 0.02
H 0.80042 4.44860 -3.10125 0.02 -0.02 -0.07
H 1.27970 2.88517 -3.77870 -0.02 -0.04 0.02
H 0.71245 2.39348 -1.39493 -0.03 -0.07 0.11
C -1.95471 -0.66172 -6.63312 0.02 0.04 -0.07
N -1.44230 -0.78581 -5.27972 0.00 -0.09 -0.18
C -0.30965 -0.32471 -4.72953 -0.20 0.02 0.30
S -0.04516 -0.56722 -3.08414 0.41 0.09 0.06
N 0.60055 0.38512 -5.43402 0.07 0.02 -0.25
C 0.85600 0.37208 -6.87109 -0.13 0.00 -0.05
H -3.04101 -0.71676 -6.59146 0.00 0.04 0.02
H -1.60362 -1.46312 -7.28679 0.01 0.04 0.00
H -1.67767 0.29649 -7.06607 -0.10 -0.03 0.01
H -1.98939 -1.33804 -4.63563 0.01 0.02 0.03
H 1.38791 0.62284 -4.85386 -0.01 -0.04 0.04
H 0.58439 -0.58490 -7.31248 0.07 0.03 -0.02
H 1.91943 0.52970 -7.03222 0.01 -0.03 0.03
H 0.31902 1.17057 -7.38670 0.04 -0.05 -0.03
```
Forces are in eV/Å.

[2]
Formula: C49H53BrN9O5P2SSe2V
Source: the OMol25 dataset
Level of theory: ωB97M-V/def2-TZVPD

Summary:
- ⟨S²⟩: 0.76
- Multiplicity: 2
- HOMO-LUMO gap (spin up / spin down): 5.46 / 5.99 eV
- Net charge: +1
- HOMO level (spin up / spin down): -9.54 / -9.55 eV

XYZ file:
```
123
Properties=species:S:1:pos:R:3:forces:R:3
V 0.65117 -0.81525 -0.31561 0.40 0.63 -0.33
O -2.55720 -5.17314 2.37136 0.06 0.10 0.01
C -1.90561 -4.20966 1.70949 -0.02 -0.02 -0.03
C -1.44247 -4.38083 0.39422 0.05 0.22 -0.04
C -0.80163 -3.31136 -0.19085 -0.19 -0.47 0.06
N -0.64658 -2.17354 0.46081 0.33 0.05 -0.23
C -1.00021 -2.01974 1.72019 -0.35 -0.27 0.42
C -1.67098 -3.01340 2.39697 0.13 0.12 -0.07
C -0.42413 -0.74737 2.27537 0.35 0.23 -0.22
O -0.36834 -0.42088 3.41229 -0.20 0.06 -0.20
O 0.19208 -0.06253 1.23750 -0.25 -0.57 0.43
C -0.12583 -3.26489 -1.54158 0.15 0.24 -0.15
O -0.19558 -4.11866 -2.37554 0.00 0.04 0.15
O 0.56460 -2.11691 -1.65930 -0.32 -0.19 0.29
H -2.61849 -5.97772 1.84445 -0.02 -0.06 -0.03
H -1.55324 -5.31415 -0.14250 0.00 0.01 -0.02
H -1.96870 -2.89468 3.42832 0.01 0.00 0.02
Se 6.15266 -3.52870 3.26933 0.04 0.08 0.13
P 5.54223 -4.01882 1.33640 -0.24 0.12 -0.12
C 6.89125 -3.93398 0.13475 0.13 -0.03 0.10
C 6.94587 -3.12977 -0.98460 -0.14 0.06 -0.14
C 8.05244 -3.14212 -1.82401 0.04 -0.05 0.00
C 9.12152 -3.97090 -1.53585 0.00 0.00 0.03
C 9.08029 -4.78375 -0.40646 0.06 0.01 -0.08
C 7.97880 -4.76570 0.42446 -0.07 0.02 0.08
C 4.91659 -5.70747 1.10391 -0.03 -0.08 0.08
C 4.27706 -6.34272 2.16395 0.10 0.03 0.03
C 3.76548 -7.61800 1.99596 -0.02 -0.03 0.02
C 3.88768 -8.26358 0.77346 0.00 -0.03 -0.03
C 4.52424 -7.63434 -0.28621 -0.01 0.01 0.03
C 5.03890 -6.35712 -0.12137 -0.01 0.07 -0.06
C 4.01993 -3.05843 0.89556 0.17 -0.29 -0.11
C 3.48186 -2.01951 0.14756 0.16 0.27 -0.07
N 2.17847 -1.92530 0.52695 -0.29 0.11 -0.36
N 1.92274 -2.86619 1.41938 -0.22 0.14 0.09
N 3.00059 -3.53630 1.65714 0.11 -0.16 0.03
P 3.98184 -0.78229 -1.04025 0.00 0.05 0.35
Se 2.44511 0.79344 -1.01496 0.02 -0.18 0.05
C 5.51241 -0.04236 -0.45926 0.04 0.02 -0.12
C 6.56945 0.25674 -1.31336 0.01 -0.04 -0.05
C 7.70724 0.86860 -0.81154 -0.03 -0.03 0.02
C 7.78819 1.17756 0.53770 0.02 0.01 0.01
C 6.73339 0.88032 1.39030 0.04 0.02 0.02
C 5.59083 0.27973 0.89507 -0.06 -0.12 0.05
C 4.14258 -1.49968 -2.67245 0.00 -0.05 -0.05
C 4.40347 -0.65985 -3.75603 0.01 0.08 -0.01
C 4.52395 -1.19274 -5.02627 -0.03 -0.05 -0.01
C 4.36021 -2.55933 -5.22257 0.01 0.04 -0.01
C 4.06320 -3.38867 -4.15314 -0.01 -0.04 -0.04
C 3.95148 -2.86308 -2.87640 0.02 -0.02 0.12
H 6.12034 -2.48585 -1.22337 -0.13 0.08 -0.05
H 8.07231 -2.50771 -2.70058 -0.01 0.02 -0.01
H 9.98901 -3.98485 -2.18160 0.01 -0.01 -0.02
H 9.91504 -5.43050 -0.17344 0.01 -0.01 0.00
H 7.96066 -5.38892 1.31040 -0.01 0.01 0.01
H 4.19950 -5.83307 3.11546 -0.01 0.01 0.01
H 3.27650 -8.11347 2.82396 0.00 -0.01 0.01
H 3.49661 -9.26499 0.64968 -0.01 -0.01 0.00
H 4.63301 -8.14027 -1.23586 0.00 -0.01 -0.02
H 5.54650 -5.87530 -0.94880 0.01 0.00 0.01
H 6.52243 -0.00514 -2.36202 -0.01 -0.01 -0.01
H 8.53440 1.08904 -1.47177 0.01 0.01 -0.02
H 8.68161 1.64425 0.93027 0.01 0.00 0.01
H 6.80465 1.10739 2.44479 0.00 -0.01 0.01
H 4.77408 0.03794 1.56599 0.01 0.01 -0.01
H 4.49660 0.41040 -3.61203 0.00 0.00 0.02
H 4.73172 -0.54318 -5.86502 0.01 0.01 -0.02
H 4.45377 -2.97394 -6.21686 -0.01 -0.01 -0.02
H 3.91330 -4.44774 -4.31045 -0.01 -0.01 0.00
H 3.71271 -3.51418 -2.04408 0.02 0.00 0.02
C -6.00163 -0.14206 -1.05517 -0.09 0.07 -0.09
N -5.38056 0.00425 0.24874 0.01 -0.03 0.09
C -5.66288 -1.09397 1.15652 0.03 0.04 -0.04
C -4.36396 0.87165 0.48854 0.03 0.03 -0.03
S -3.20354 0.60137 1.66855 0.02 -0.09 -0.03
N -4.34311 1.98943 -0.29262 0.09 0.06 0.02
C -5.57449 2.70315 -0.61068 -0.10 0.06 0.01
C -3.16897 2.85122 -0.28391 -0.06 -0.03 0.05
H -5.86739 -1.17254 -1.39677 -0.03 -0.02 -0.01
H -5.54273 0.52737 -1.77836 -0.11 -0.04 0.07
H -7.07366 0.06048 -1.01356 -0.01 0.00 -0.02
H -6.72647 -1.32578 1.09558 0.00 0.00 0.00
H -5.40430 -0.81508 2.17142 0.00 0.01 0.04
H -5.09358 -1.98805 0.88389 0.03 -0.02 0.01
H -6.43770 2.18645 -0.19822 0.04 0.04 -0.02
H -5.70606 2.81940 -1.68889 -0.01 0.01 0.00
H -5.52788 3.69690 -0.15908 -0.03 0.00 -0.01
H -2.25590 2.26216 -0.29285 -0.02 0.02 0.03
H -3.14870 3.48892 0.60611 0.00 -0.01 -0.02
H -3.21140 3.48023 -1.17527 0.00 0.00 0.00
Br -4.07536 1.61987 -4.61240 -0.05 0.03 -0.02
C -2.79793 1.03531 -3.37254 0.11 -0.09 0.12
C -3.05462 -0.07718 -2.58403 0.12 0.02 -0.04
C -2.10263 -0.45334 -1.66137 -0.17 0.01 0.15
N -0.93721 0.18651 -1.50054 0.30 -0.30 -0.02
C -0.69872 1.24317 -2.28037 0.09 0.14 -0.05
C -1.59968 1.70922 -3.22135 -0.07 -0.05 0.02
H -3.97149 -0.63861 -2.67976 0.09 0.00 -0.02
H -2.29590 -1.28296 -0.99617 -0.01 -0.01 -0.08
H 0.23968 1.74981 -2.12336 -0.01 0.00 -0.05
H -1.36153 2.57772 -3.81642 0.01 0.02 -0.02
C -0.87760 6.06640 -0.57312 -0.04 -0.01 0.01
C 0.62425 5.99528 -0.28416 0.02 0.00 0.00
N 0.97366 5.18001 0.86866 0.08 0.01 -0.06
C 1.16683 5.85980 2.14426 0.07 0.02 0.02
C -0.12744 6.09293 2.91212 0.00 0.02 0.01
C 1.00150 3.82230 0.75234 -0.10 -0.09 0.13
C 1.42772 3.03516 1.96016 0.03 0.03 -0.01
N 0.69411 3.16348 -0.31602 -0.01 0.08 -0.10
H -1.06442 6.30650 -1.62008 0.02 0.04 -0.03
H -1.36878 6.82786 0.03074 0.00 -0.02 0.05
H -1.35199 5.10901 -0.35330 0.01 0.00 -0.03
H 1.02673 6.99190 -0.10285 -0.04 0.01 -0.04
H 1.16067 5.61094 -1.15712 -0.01 -0.01 0.04
H 1.65757 6.81172 1.93102 -0.02 0.00 0.03
H 1.86587 5.28729 2.75128 -0.03 0.04 -0.01
H -0.83490 6.67679 2.32491 -0.01 0.02 -0.02
H 0.06887 6.63659 3.83595 0.02 0.01 0.03
H -0.60381 5.14710 3.17078 -0.02 -0.03 -0.01
H 0.79713 3.24780 2.82292 -0.01 -0.01 0.01
H 2.45876 3.26829 2.23113 0.01 0.00 0.00
H 1.35036 1.98078 1.72896 0.00 -0.07 -0.02
H 0.40781 3.79986 -1.05659 -0.01 -0.02 -0.02
```
Forces are in eV/Å.

Ordered ΔE to the lowest compared entry with this formula, charge and spin results: 0.0 0.0; unit kJ/mol.
Ordered F_max results: 0.0136 0.0159; unit Eh/bohr.